C7H10 | ωB97M-V/def2-TZVPD

The calculation puts the energy above the lowest of the compared OMol25 structures with the same formula, charge and spin at 532.1 kJ/mol. The value obtained for the HOMO-LUMO gap is 9.0506 eV. Its SMILES is C1C[C@H]2[C@@H]1[C@H]1C[C@@H]21.

ORCA input file:
```
! RIJCOSX wB97M-V def2-TZVPD def2/J DEFGRID3
* xyz 0 1
C -1.3541 0.7924 0.3151
C -1.3655 -0.7042 -0.1156
C -0.0978 -0.4741 -0.9732
C -0.1403 0.9938 -0.5849
C 1.5814 0.6361 0.1130
C 1.3611 -0.4269 1.1165
C 1.2644 -0.7559 -0.3628
H -2.2421 1.3721 0.0332
H -1.1683 0.9746 1.3796
H -1.2502 -1.4292 0.6946
H -2.2386 -0.9719 -0.7135
H -0.1525 -0.7272 -2.0312
H -0.1679 1.7948 -1.3457
H 1.2841 1.6462 -0.1045
H 2.2402 -0.8355 1.6239
H 0.4810 -0.4158 1.7531
H 1.9649 -1.4693 -0.7976
*
```